The following is a quantum chemistry calculation of a 7-piece molecular cluster, C22H50NO14 overall, from OMol25.

Properties
- HOMO-LUMO gap (eV) = 3.09
- E_HOMO (hartree) = -0.08580
- net charge = -1
- energy relative to the best compared isomer or geometry (same formula, charge and spin) (kcal/mol) = 151.0
- spin multiplicity = 1
- total energy (a.u.) = -1976.08280
- max |F| (eV Å⁻¹) = 7.8

Geometry as XYZ:
```
87
Properties=species:S:1:pos:R:3:mulliken_charge:R:1
N -6.407 15.790 1.165 -0.51
H -6.341 15.269 0.303 0.37
H -5.727 15.367 1.781 0.34
H -7.309 15.762 1.618 0.36
H -6.168 16.767 1.073 0.41
C -7.156 23.648 0.409 -1.26
C -6.680 22.257 0.098 0.52
C -5.239 22.140 -0.372 -1.22
O -6.857 21.284 1.113 -0.95
H -7.354 24.183 -0.519 0.30
H -6.348 24.215 0.871 0.30
H -7.954 23.830 1.129 0.36
H -7.257 21.834 -0.725 0.09
H -5.029 22.732 -1.263 0.31
H -4.845 21.158 -0.635 0.27
H -4.638 22.532 0.448 0.29
C -12.741 14.259 4.664 -1.36
C -11.193 14.328 4.522 0.39
C -10.715 12.976 3.914 -1.10
O -10.786 15.561 3.880 -0.92
H -13.277 14.156 3.720 0.30
H -13.105 15.067 5.298 0.36
H -12.983 13.401 5.290 0.36
H -10.871 14.366 5.563 0.15
H -11.285 12.163 4.365 0.30
H -9.735 12.804 4.358 0.23
H -10.817 13.043 2.831 0.32
C 0.557 16.712 -5.450 -1.17
C -0.305 16.884 -4.142 -0.19
O 0.597 16.546 -3.085 -0.26
C 0.125 16.354 -1.733 0.68
O -1.088 16.515 -1.369 -0.57
O 1.286 16.168 -1.077 -0.26
C 1.045 16.328 0.355 -0.65
H -0.180 16.914 -6.228 0.37
H 1.013 15.744 -5.653 0.30
H 1.416 17.379 -5.518 0.32
H -1.128 16.184 -4.288 0.26
H -0.743 17.870 -3.990 0.33
H 0.324 15.576 0.677 0.30
H 0.635 17.269 0.722 0.31
H 2.035 16.069 0.733 0.24
C -4.389 9.337 5.799 -1.12
C -3.482 10.568 5.436 -0.27
O -3.639 11.520 6.418 -0.26
C -3.777 12.796 6.166 0.82
O -3.974 13.369 5.041 -0.63
O -3.957 13.393 7.340 -0.31
C -4.566 14.630 7.343 -0.69
H -4.165 8.487 5.154 0.36
H -5.434 9.640 5.725 0.31
H -4.167 8.941 6.790 0.29
H -3.733 11.097 4.516 0.35
H -2.456 10.215 5.331 0.28
H -4.370 15.051 8.329 0.25
H -5.635 14.740 7.160 0.32
H -4.096 15.308 6.632 0.29
C -1.551 10.466 -4.844 -1.15
C -2.221 10.765 -3.476 -0.24
O -3.372 9.979 -3.407 -0.25
C -4.380 10.164 -2.680 0.85
O -4.603 11.126 -1.863 -0.65
O -5.224 9.181 -2.807 -0.33
C -6.272 8.937 -1.937 -0.67
H -2.242 10.494 -5.686 0.30
H -0.988 9.533 -4.819 0.31
H -0.703 11.148 -4.905 0.39
H -2.577 11.794 -3.523 0.29
H -1.530 10.654 -2.641 0.29
H -5.895 8.346 -1.102 0.29
H -7.082 8.378 -2.404 0.23
H -6.684 9.855 -1.516 0.33
C -6.899 12.300 -7.205 -1.13
C -7.639 13.258 -6.298 -0.26
O -8.863 12.715 -5.843 -0.27
C -9.310 13.178 -4.701 0.79
O -8.813 13.972 -3.866 -0.60
O -10.541 12.599 -4.470 -0.32
C -11.455 13.183 -3.537 -0.65
H -7.030 11.316 -6.754 0.32
H -5.856 12.598 -7.309 0.34
H -7.291 12.213 -8.218 0.30
H -7.782 14.195 -6.835 0.29
H -6.979 13.625 -5.512 0.34
H -11.156 13.971 -2.847 0.34
H -11.791 12.358 -2.910 0.24
H -12.358 13.520 -4.046 0.26
```

***

The following is a quantum chemistry calculation of C22H50P2PdSi2 as an isolated structure, from OMol25.

Properties
- ⟨S²⟩ = 2.0105
- HOMO-LUMO gap (alpha / beta) (eV) = 4.08 / 6.39
- E_HOMO (alpha / beta) (hartree) = -0.12968 / -0.28470
- net charge = 0
- energy relative to the best compared isomer or geometry (same formula, charge and spin) (kcal/mol) = 0.0
- spin multiplicity = 3
- total energy (a.u.) = -2257.71819
- max |F| (eV Å⁻¹) = 2.0

Geometry as XYZ:
```
77
Properties=species:S:1:pos:R:3:mulliken_charge:R:1
P 0.326 -2.062 -0.114 1.44
P 0.086 1.058 -0.124 1.42
C 0.011 -1.220 -1.731 -0.66
C 0.520 0.224 -1.708 -0.58
H -1.075 -1.265 -1.914 0.30
H 0.511 -1.807 -2.521 0.04
H 1.619 0.268 -1.794 0.31
H 0.080 0.826 -2.522 -0.02
C -1.587 1.688 -0.404 -1.42
H -1.874 2.345 0.427 0.41
H -2.303 0.857 -0.475 0.33
H -1.573 2.259 -1.343 0.41
C 1.178 2.483 -0.054 -1.34
H 1.101 3.015 -1.014 0.48
H 2.212 2.153 0.107 0.24
H 0.876 3.151 0.760 0.31
C -0.756 -3.512 -0.172 -1.36
H -0.504 -4.186 0.659 0.43
H -0.604 -4.037 -1.129 0.39
H -1.805 -3.201 -0.076 0.31
C 2.005 -2.713 -0.366 -1.46
H 2.740 -1.897 -0.345 0.34
H 2.044 -3.221 -1.341 0.40
H 2.237 -3.434 0.429 0.43
Pd 0.078 -0.480 1.555 -0.65
C 0.726 1.146 -5.594 -0.16
C -0.590 1.201 -5.336 -0.47
C -1.664 0.402 -6.016 -0.58
C -1.235 -0.937 -6.648 -0.93
C -0.550 -1.915 -5.727 -0.21
C 0.747 -1.991 -5.428 -0.48
C 1.848 -1.145 -6.007 -0.56
C 1.439 0.235 -6.557 -0.95
C 0.251 -2.162 2.785 -1.60
H 1.373 1.880 -5.095 0.35
H -0.952 1.978 -4.651 0.45
H -2.118 1.017 -6.815 0.32
H -2.482 0.216 -5.302 0.31
H -2.152 -1.425 -7.014 0.41
H -0.639 -0.726 -7.542 0.33
H -1.218 -2.683 -5.306 0.33
H 1.089 -2.819 -4.791 0.50
H 2.333 -1.702 -6.830 0.33
H 2.639 -1.012 -5.251 0.30
H 2.366 0.746 -6.858 0.40
H 0.873 0.088 -7.484 0.33
H 0.926 -1.804 3.570 0.22
H 0.699 -2.988 2.197 0.63
H -0.732 -2.437 3.197 0.23
C 2.212 0.155 4.809 -1.08
Si 1.186 1.541 4.068 0.11
C 0.623 2.655 5.505 -1.12
C 2.363 2.615 3.076 -1.05
C -0.330 1.015 3.026 0.15
Si -1.756 0.401 4.138 0.37
C -2.668 1.899 4.860 -1.14
C -3.036 -0.604 3.213 -0.99
C -1.211 -0.612 5.635 -1.02
H 3.042 0.631 5.358 0.39
H 2.649 -0.493 4.037 0.28
H 1.661 -0.475 5.519 0.37
H 1.527 3.080 5.969 0.36
H 0.012 3.495 5.145 0.29
H 0.052 2.133 6.285 0.34
H 2.832 2.061 2.253 0.16
H 1.861 3.497 2.654 0.29
H 3.162 2.969 3.748 0.38
H -0.677 1.880 2.422 0.14
H -3.088 2.531 4.064 0.28
H -3.516 1.529 5.458 0.33
H -2.050 2.534 5.509 0.33
H -2.635 -1.544 2.811 0.18
H -3.852 -0.848 3.912 0.34
H -3.469 -0.019 2.389 0.26
H -0.759 -1.569 5.338 0.31
H -0.525 -0.082 6.313 0.30
H -2.133 -0.828 6.199 0.41
```

***

The following is a quantum chemistry calculation of a 5-piece molecular cluster, C22H51N2O9 overall, from OMol25.

Properties
- HOMO-LUMO gap (eV) = 7.92
- E_HOMO (hartree) = -0.39317
- net charge = +1
- spin multiplicity = 1
- total energy (a.u.) = -1655.02694
- max |F| (eV Å⁻¹) = 1.9

Geometry as XYZ:
```
84
Properties=species:S:1:pos:R:3:mulliken_charge:R:1
C -3.471 -3.371 0.712 -1.05
C -3.957 -3.408 -0.739 -0.25
C -3.182 -2.487 -1.690 -0.59
O -1.788 -2.281 -1.265 -0.28
N -1.539 -0.939 -1.111 0.30
C -1.318 0.028 -2.063 -0.31
C -1.157 1.154 -1.355 -0.68
N -1.288 0.854 -0.034 0.06
C -1.519 -0.456 0.107 -0.34
H -2.391 -3.450 0.821 0.21
H -3.988 -4.115 1.311 0.47
H -3.759 -2.405 1.147 0.26
H -4.990 -3.061 -0.743 0.30
H -3.949 -4.421 -1.143 0.21
H -3.712 -1.536 -1.743 0.41
H -3.130 -2.874 -2.707 0.43
H -1.307 -0.154 -3.120 0.47
H -0.975 2.142 -1.741 0.60
H -1.238 1.444 0.783 0.28
H -1.641 -0.932 1.069 0.44
C 1.711 -0.957 5.533 -0.65
O 0.886 -2.094 5.732 -0.37
C -0.483 -1.847 5.462 -0.74
C -0.889 -2.402 4.113 -0.38
O -0.250 -1.704 3.042 -0.20
C 0.853 -2.423 2.503 -0.92
H 2.747 -1.291 5.553 0.25
H 1.515 -0.477 4.571 0.23
H 1.560 -0.234 6.340 0.33
H -0.706 -0.778 5.524 0.35
H -1.062 -2.358 6.237 0.39
H -1.968 -2.265 3.986 0.33
H -0.677 -3.472 4.056 0.41
H 0.499 -3.270 1.906 0.33
H 1.519 -2.784 3.288 0.41
H 1.411 -1.746 1.855 0.27
C -2.854 -8.253 -5.710 -0.71
O -1.606 -7.689 -5.338 -0.37
C -1.718 -6.369 -4.838 -0.65
C -1.630 -6.338 -3.326 -0.09
O -2.752 -6.966 -2.724 -0.36
C -2.472 -8.279 -2.260 -0.80
H -2.701 -9.318 -5.873 0.25
H -3.607 -8.121 -4.930 0.31
H -3.209 -7.803 -6.643 0.32
H -2.646 -5.900 -5.180 0.35
H -0.879 -5.798 -5.250 0.38
H -1.634 -5.293 -2.992 0.07
H -0.697 -6.796 -2.985 0.36
H -1.855 -8.237 -1.356 0.31
H -1.964 -8.875 -3.020 0.35
H -3.420 -8.755 -2.016 0.27
C 2.362 1.586 -2.245 -0.24
O 2.084 2.765 -2.976 -0.39
C 1.532 3.800 -2.173 -0.35
C 2.565 4.843 -1.809 -0.55
O 3.557 4.307 -0.947 -0.34
C 4.769 4.004 -1.625 -0.85
H 2.971 0.936 -2.871 0.30
H 2.910 1.798 -1.324 0.30
H 1.429 1.063 -2.007 -0.13
H 1.075 3.386 -1.266 0.15
H 0.743 4.278 -2.764 0.39
H 2.069 5.653 -1.264 0.38
H 3.018 5.271 -2.707 0.40
H 5.304 4.926 -1.871 0.33
H 4.590 3.432 -2.538 0.36
H 5.386 3.410 -0.953 0.26
C 0.339 8.281 3.279 -0.73
O 1.119 8.845 2.240 -0.39
C 2.466 9.085 2.628 -0.50
C 3.398 8.022 2.091 -0.40
O 3.148 6.755 2.687 -0.40
C 2.404 5.891 1.848 -0.59
H -0.598 7.936 2.842 0.24
H 0.842 7.433 3.750 0.32
H 0.112 9.038 4.037 0.33
H 2.550 9.158 3.716 0.31
H 2.754 10.052 2.203 0.38
H 4.427 8.295 2.342 0.40
H 3.323 7.958 1.001 0.22
H 3.034 5.522 1.032 0.21
H 1.522 6.391 1.434 0.33
H 2.075 5.043 2.449 0.28
```

***

The following is a quantum chemistry calculation of a 8-piece molecular cluster, C22H51N3O13 overall, from OMol25.

Properties
- ⟨S²⟩ = 0.7544
- HOMO-LUMO gap (alpha / beta) (eV) = 3.97 / 3.00
- E_HOMO (alpha / beta) (hartree) = -0.12090 / -0.12090
- net charge = -1
- energy relative to the best compared isomer or geometry (same formula, charge and spin) (kcal/mol) = 1.7
- spin multiplicity = 2
- total energy (a.u.) = -2011.02805
- max |F| (eV Å⁻¹) = 3.8

Geometry as XYZ:
```
89
Properties=species:S:1:pos:R:3:mulliken_charge:R:1
C 14.161 -10.761 10.667 -1.51
C 12.867 -9.943 10.561 0.10
C 12.894 -8.782 9.513 -0.75
O 13.065 -9.308 8.191 -0.17
C 12.564 -8.520 7.155 -0.56
N 11.654 -10.819 10.275 -0.09
H 11.632 -11.706 10.757 0.36
H 10.845 -10.251 10.483 0.36
H 11.684 -11.124 9.313 0.09
H 14.177 -11.345 11.587 0.44
H 14.996 -10.071 10.791 0.38
H 14.307 -11.421 9.812 0.35
H 12.729 -9.572 11.577 0.32
H 13.685 -8.062 9.724 0.51
H 11.977 -8.220 9.692 0.44
H 11.537 -8.236 7.386 0.29
H 12.419 -8.997 6.185 -0.03
H 13.125 -7.596 7.013 0.32
C 15.381 -14.622 4.014 -1.51
C 14.581 -14.660 2.735 0.20
C 13.193 -15.206 3.116 -0.79
O 12.564 -14.267 4.002 -0.15
C 11.349 -14.788 4.512 -0.85
N 14.501 -13.324 2.075 0.26
H 15.417 -12.906 1.987 0.40
H 14.159 -13.318 1.125 0.43
H 14.071 -12.589 2.619 -0.35
H 16.443 -14.506 3.799 0.44
H 15.382 -15.584 4.527 0.42
H 15.111 -13.907 4.791 0.31
H 15.146 -15.208 1.981 0.41
H 13.166 -16.147 3.665 0.53
H 12.665 -15.261 2.165 0.33
H 10.773 -15.242 3.706 0.40
H 10.972 -13.804 4.791 0.21
H 11.498 -15.409 5.395 0.26
C 16.693 -9.182 4.811 -1.53
C 16.783 -8.520 3.407 0.13
C 18.307 -8.230 3.067 -0.58
O 18.568 -7.713 1.781 -0.40
C 18.386 -6.317 1.545 -0.61
N 16.293 -9.537 2.400 0.01
H 16.315 -9.115 1.483 0.39
H 16.846 -10.381 2.376 0.42
H 15.336 -9.818 2.565 -0.11
H 17.526 -9.884 4.840 0.36
H 15.768 -9.689 5.084 0.43
H 16.994 -8.428 5.538 0.38
H 16.082 -7.689 3.331 0.42
H 18.854 -9.167 3.174 0.33
H 18.734 -7.544 3.799 0.41
H 17.328 -6.271 1.803 0.29
H 18.500 -5.978 0.516 0.25
H 19.009 -5.704 2.197 0.27
C 10.271 -13.480 0.598 -0.62
C 11.315 -12.676 -0.229 0.60
O 10.957 -12.050 -1.277 -0.79
O 12.510 -12.661 0.112 -0.69
H 9.303 -12.983 0.533 0.19
H 10.534 -13.496 1.656 -0.05
H 10.231 -14.488 0.187 0.38
C 9.562 -6.315 4.686 -0.24
C 9.345 -5.392 5.843 0.38
O 9.692 -5.750 6.990 -0.67
O 8.899 -4.250 5.607 -0.79
H 9.266 -5.838 3.752 0.35
H 9.006 -7.238 4.851 -0.03
H 10.606 -6.630 4.702 0.03
C 8.060 -10.747 2.139 -0.16
C 6.728 -10.916 1.412 0.55
O 6.804 -11.124 0.140 -0.25
O 5.711 -10.967 2.051 -0.54
H 8.221 -9.674 2.246 0.29
H 8.850 -11.262 1.592 -0.19
H 8.229 -11.022 3.180 0.16
C 9.121 -9.688 6.209 0.47
C 9.587 -10.417 7.393 0.30
O 9.276 -9.883 8.470 -0.75
O 10.294 -11.490 7.252 -0.71
H 8.965 -10.340 5.350 -0.27
H 9.870 -8.918 6.020 -0.34
H 8.127 -9.316 6.459 0.44
C 11.465 -10.357 3.609 0.07
C 12.899 -10.405 3.112 0.97
O 13.797 -10.841 3.883 -0.79
O 13.150 -9.807 2.014 -0.81
H 10.855 -10.917 2.899 -0.33
H 11.024 -9.360 3.613 0.08
H 11.380 -10.903 4.548 0.09
```

***

Among the records above, which one has the highest net charge? C22H51N2O9